Model P:
This record from the Open Molecules 2025 dataset describes a molecular structure, C5H8NO2. The level of theory is ωB97M-V/def2-TZVPD.

Geometry as ORCA input:
```
! RIJCOSX wB97M-V def2-TZVPD def2/J DEFGRID3
* xyz -1 1
O 0.6740 2.0855 -1.8950
O 1.6598 0.1292 -2.4447
N -0.4768 -2.1845 1.3755
C -0.2178 0.0733 -0.9628
C 0.8452 0.7784 -1.8517
C 0.4783 -0.1628 0.3818
C -0.4286 -0.8556 1.4199
C -0.9646 0.0514 2.3229
H -1.7817 -0.2138 2.9771
H 0.1624 -2.4553 0.6321
H 1.4116 -0.6882 0.1552
H -0.7229 1.0927 2.1535
H 0.7782 0.8100 0.7846
H -1.0531 0.7699 -0.9059
H -0.4837 -0.8468 -1.4800
H 0.1195 1.6165 -2.6624
*
```

The value obtained for the HOMO-LUMO gap is 0.1796 Ha. The LUMO energy is 3.07 eV.

Mulliken charges, unit e, in atom order: O -0.437; O -0.552; N -0.960; C 0.010; C 0.491; C -1.343; C 0.548; C -1.078; H 0.324; H 0.215; H 0.410; H 0.186; H 0.353; H 0.233; H 0.242; H 0.359

---

Model Q:
This record from the Open Molecules 2025 dataset describes a gas-phase ion, C5H8NO2 (charge -1). The level of theory is ωB97M-V/def2-TZVPD.

Geometry as ORCA input:
```
! RIJCOSX wB97M-V def2-TZVPD def2/J DEFGRID3
* xyz -1 1
O 1.3958 3.1186 0.5732
O 3.3770 2.0727 0.8378
N 1.4930 0.8381 0.5532
C -0.3304 -0.4054 -0.6700
C 0.0776 0.7540 0.2724
C -2.1142 -2.1252 -0.6351
C 2.1366 2.1205 0.6760
C -1.1449 -1.4714 -0.0229
H -2.4953 -1.9717 -1.6431
H -0.8769 -1.5929 1.0202
H -0.1793 1.7519 -0.0605
H 0.6312 -0.7149 -1.1034
H 2.0404 0.0213 0.7448
H -0.8535 -0.0333 -1.5580
H -0.4515 0.5668 1.2190
H -2.7055 -2.9291 -0.2035
*
```

The value obtained for the HOMO-LUMO gap is 0.2669 Ha. Its SMILES is C=CCCNC(=O)[O-]. The LUMO energy is 3.41 eV.

Mulliken charges, unit e, in atom order: O -0.750; O -0.792; N -0.222; C -0.546; C -0.490; C -0.875; C 0.506; C 0.084; H 0.251; H 0.292; H 0.321; H 0.340; H 0.186; H 0.246; H 0.206; H 0.244

---

Verdict on stability: model P comes out at the bottom.

---

Model P:
This record from the Open Molecules 2025 dataset describes 3 unconnected molecules or ions with the total composition C4H15N2O. The level of theory is ωB97M-V/def2-TZVPD.

Geometry as ORCA input:
```
! RIJCOSX wB97M-V def2-TZVPD def2/J DEFGRID3
* xyz 2 2
O -1.0896 -0.7319 -1.3025
N 2.6258 -0.9673 -0.3016
N -3.2265 -0.5248 0.6777
C 1.3288 -1.0556 0.1713
C 0.8379 0.1294 1.0756
C -0.5053 1.8621 -0.4047
C 0.7856 1.4685 0.3412
H -0.0897 -0.1838 1.5095
H 3.1666 -1.8178 -0.2226
H -0.9214 2.7199 0.0813
H -2.7071 -0.8371 -0.2008
H 1.5442 0.1879 1.8892
H 0.6756 -1.0113 -0.7683
H 2.6999 -0.6406 -1.2557
H -1.2500 1.0315 -0.3961
H 1.6639 1.4787 -0.3170
H -0.3557 2.0578 -1.4459
H -4.0073 0.1848 0.5733
H -3.4770 -1.2473 1.3584
H 1.1515 -2.0320 0.6088
H -1.4220 -1.0198 -2.1871
H 0.9172 2.2681 1.0595
*
```

The value obtained for the HOMO-LUMO gap (alpha / beta) is 0.1966 / 0.1988 Ha. The LUMO energy (alpha / beta) is -13.19 / -13.18 eV.

Mulliken charges, unit e, in atom order: O -0.611; N -0.198; N -0.135; C -0.197; C -0.412; C -0.561; C -0.545; H 0.298; H 0.319; H 0.374; H 0.352; H 0.384; H 0.145; H 0.341; H -0.095; H 0.371; H 0.290; H 0.384; H 0.382; H 0.485; H 0.276; H 0.352

---

Model Q:
This record from the Open Molecules 2025 dataset describes 2 unconnected molecules or ions with the total composition C4H15N2O. The level of theory is ωB97M-V/def2-TZVPD.

Geometry as ORCA input:
```
! RIJCOSX wB97M-V def2-TZVPD def2/J DEFGRID3
* xyz 2 2
O -2.1711 -0.0988 1.8996
N 2.2930 -0.9201 -0.8685
N -0.3811 -0.3519 0.0450
C 0.7831 0.0517 0.9709
C -0.8202 0.9306 -0.6261
C -1.5545 0.6122 -1.9773
C 2.2305 -0.0466 0.3208
H -2.6082 0.6481 -1.7940
H 2.7015 -0.6578 1.0864
H -1.1993 -0.7010 0.5640
H -1.8314 0.6571 2.3951
H -1.3248 1.3549 -2.7331
H -2.4754 -0.7912 2.5013
H 2.4835 -0.4166 -1.7458
H -1.2970 -0.4059 -2.2411
H 0.0076 1.5926 -0.8589
H 0.6335 1.1030 1.1848
H 0.7345 -0.6894 1.7592
H -0.0099 -0.9888 -0.6534
H -1.6062 1.3519 -0.0337
H 2.8262 0.8584 0.1919
H 2.9700 -1.6771 -0.7076
*
```

The value obtained for the HOMO-LUMO gap (alpha / beta) is 0.4461 / 0.2207 Ha. The LUMO energy (alpha / beta) is -7.54 / -13.67 eV.

Mulliken charges, unit e, in atom order: O -0.654; N -0.131; N -0.110; C -0.625; C -0.405; C -1.051; C -0.477; H 0.365; H 0.389; H 0.336; H 0.331; H 0.335; H 0.328; H 0.346; H 0.292; H 0.390; H 0.421; H 0.462; H 0.416; H 0.283; H 0.408; H 0.351

---

Model R:
This record from the Open Molecules 2025 dataset describes 2 unconnected molecules or ions with the total composition C4H15N2O. The level of theory is ωB97M-V/def2-TZVPD.

Geometry as ORCA input:
```
! RIJCOSX wB97M-V def2-TZVPD def2/J DEFGRID3
* xyz 2 2
O 2.9823 0.9296 0.6056
N -2.3889 -0.4198 1.4488
N 0.7894 -0.7281 0.5986
C 0.9603 -0.4004 -1.8376
C -1.2388 -0.0209 -0.7756
C -2.2121 0.4731 0.3522
C 0.2751 0.1133 -0.5592
H 0.7227 -1.4439 -2.0287
H 0.6149 1.1339 -0.4064
H 0.8433 -1.7040 0.2906
H -1.4679 -1.0670 -0.9990
H 2.0354 -0.2375 -1.7433
H -1.9055 1.4454 0.7399
H -2.8740 -1.3063 1.2700
H 0.7112 0.2943 -2.6391
H 1.7532 -0.4261 0.8820
H -3.2310 0.4891 -0.0904
H 3.4355 0.8759 -0.2485
H 0.0999 -0.7217 1.3258
H 3.5761 1.4705 1.1443
H -1.5115 0.5218 -1.6735
H -2.5446 -0.0599 2.3926
*
```

The value obtained for the HOMO-LUMO gap (alpha / beta) is 0.4482 / 0.2499 Ha. The LUMO energy (alpha / beta) is -7.07 / -12.46 eV.

Mulliken charges, unit e, in atom order: O -0.639; N -0.163; N -0.122; C -1.407; C -0.996; C -0.489; C 0.165; H 0.437; H 0.404; H 0.432; H 0.426; H 0.383; H 0.411; H 0.334; H 0.422; H 0.336; H 0.378; H 0.311; H 0.279; H 0.327; H 0.443; H 0.329

---

Verdict on stability: model P comes out at the bottom.

---

Model P:
This record from the Open Molecules 2025 dataset describes 3 unconnected molecules or ions with the total composition C2H9N2S. The level of theory is ωB97M-V/def2-TZVPD.

Geometry as ORCA input:
```
! RIJCOSX wB97M-V def2-TZVPD def2/J DEFGRID3
* xyz 1 1
S 0.1777 1.8117 0.2088
N -1.6201 -1.3115 0.4918
N 2.4923 -0.0516 1.3014
C 1.4853 -0.7189 -0.9425
C 1.9291 -0.2317 0.3025
H -1.8248 -2.2944 0.5466
H 2.9973 0.3403 2.1082
H 1.8763 0.0461 -1.5420
H 2.1045 -1.5855 -1.0916
H -0.9546 0.9443 0.1319
H -1.5799 -0.8117 1.3251
H -0.3534 2.3925 1.2082
H 0.3568 -0.7940 -1.1315
H -2.4188 -0.9605 0.0383
*
```

The value obtained for the HOMO-LUMO gap is 0.3686 Ha. The LUMO energy is -3.80 eV.

Mulliken charges, unit e, in atom order: S -0.383; N -0.678; N -0.091; C -0.898; C 0.488; H 0.220; H 0.335; H 0.444; H 0.345; H 0.186; H 0.239; H 0.217; H 0.328; H 0.249

---

Model Q:
This record from the Open Molecules 2025 dataset describes 2 unconnected molecules or ions with the total composition C2H9N2S. The level of theory is ωB97M-V/def2-TZVPD.

Geometry as ORCA input:
```
! RIJCOSX wB97M-V def2-TZVPD def2/J DEFGRID3
* xyz 1 1
S 0.1038 -0.6212 0.2574
N -2.9240 -0.8219 0.2738
N 3.2497 -0.2215 0.1823
C -2.3923 0.4000 -0.3827
C -0.9010 0.5114 -0.3139
H 2.1605 0.0141 -0.0492
H 3.8231 0.5939 0.1084
H -3.1253 -1.5251 -0.4093
H -0.5081 1.3134 -0.7981
H -2.6269 1.2128 0.2455
H -3.5773 -0.7704 1.0254
H 3.3046 -0.5061 1.0968
H -2.9330 0.6825 -1.2821
H 3.4302 -0.8369 -0.5972
*
```

The value obtained for the HOMO-LUMO gap is 0.3120 Ha. The LUMO energy is -3.98 eV.

Mulliken charges, unit e, in atom order: S -0.307; N -0.478; N -0.448; C -0.393; C -0.117; H 0.147; H 0.359; H 0.191; H 0.407; H 0.303; H 0.203; H 0.363; H 0.382; H 0.388

---

Verdict on stability: model P comes out at the bottom.

---

Model P:
This record from the Open Molecules 2025 dataset describes 2 unconnected molecules or ions with the total composition C2H9N2S. The level of theory is ωB97M-V/def2-TZVPD.

Geometry as ORCA input:
```
! RIJCOSX wB97M-V def2-TZVPD def2/J DEFGRID3
* xyz 1 1
S 1.9222 1.0678 -0.5400
N -0.3548 -0.5896 -1.4466
N 1.3856 -0.4519 0.1358
C -1.5039 0.9607 1.6547
C 0.0474 -0.7687 -0.0472
H -1.0183 0.6542 2.5561
H -0.2145 -1.4347 -2.0242
H -1.3348 -0.2972 -1.5256
H 0.2804 0.1742 -1.7866
H -1.1996 1.8694 1.1783
H -0.3001 -1.6587 0.4486
H 3.0305 0.5558 -1.0926
H -2.4503 0.5280 1.4050
H 1.7103 -0.6093 1.0843
*
```

The value obtained for the HOMO-LUMO gap (alpha / beta) is 0.3046 / 0.3229 Ha. The LUMO energy (alpha / beta) is -4.13 / -3.63 eV.

Mulliken charges, unit e, in atom order: S -0.197; N -0.236; N -0.291; C -0.942; C -0.331; H 0.339; H 0.345; H 0.366; H 0.295; H 0.335; H 0.413; H 0.229; H 0.352; H 0.324

---

Model Q:
This record from the Open Molecules 2025 dataset describes a molecular structure, C2H9N2S. The level of theory is ωB97M-V/def2-TZVPD.

Geometry as ORCA input:
```
! RIJCOSX wB97M-V def2-TZVPD def2/J DEFGRID3
* xyz 1 1
S -2.3614 -0.1722 0.1509
N -0.0153 0.8149 -1.1095
N -0.8409 -0.8890 0.2396
C 1.4877 -0.7243 0.0039
C 0.1738 -0.2165 -0.2927
H 0.7298 1.3941 -1.2501
H 0.1131 1.9521 1.9316
H -0.7701 -1.8297 0.5420
H 1.6881 -1.7520 0.3343
H -0.1385 1.6525 1.2260
H 1.9618 -0.0225 0.6385
H -3.3240 -0.9838 -0.4169
H -0.8741 1.3230 -1.2031
H 2.1701 -0.5467 -0.7944
*
```

The value obtained for the HOMO-LUMO gap is 0.3776 Ha. The LUMO energy is -3.88 eV.

Mulliken charges, unit e, in atom order: S -0.188; N -0.347; N -0.185; C -1.182; C 0.665; H 0.262; H 0.323; H 0.295; H 0.370; H -0.244; H 0.335; H 0.224; H 0.277; H 0.398

---

Verdict on stability: model P comes out at the bottom.

---

Model P:
This record from the Open Molecules 2025 dataset describes a gas-phase ion, C2H5N4 (charge +1). The level of theory is ωB97M-V/def2-TZVPD.

Geometry as ORCA input:
```
! RIJCOSX wB97M-V def2-TZVPD def2/J DEFGRID3
* xyz 1 1
N 2.0817 0.0218 0.3338
N 0.3293 2.0378 0.0451
N -0.5420 1.2849 -0.2177
N -0.1492 -1.0349 -0.1051
C 1.2942 -0.7406 -0.2234
C -0.7808 -0.0573 0.5899
H -1.2047 1.3240 -0.9359
H -0.6698 -1.3792 -0.9243
H -1.9276 0.0258 0.7525
H -0.3092 -0.0337 1.6479
H 1.8781 -1.4486 -0.9627
*
```

The value obtained for the HOMO-LUMO gap (alpha / beta) is 0.2758 / 0.3408 Ha. The LUMO energy (alpha / beta) is -7.47 / -6.11 eV.

Mulliken charges, unit e, in atom order: N -0.346; N -0.199; N 0.408; N -0.180; C 0.147; C -0.540; H 0.292; H 0.343; H 0.353; H 0.372; H 0.350

---

Model Q:
This record from the Open Molecules 2025 dataset describes a gas-phase ion, C2H5N4 (charge +1). The level of theory is ωB97M-V/def2-TZVPD.

Geometry as ORCA input:
```
! RIJCOSX wB97M-V def2-TZVPD def2/J DEFGRID3
* xyz 1 1
N 0.1289 1.5274 -0.4470
N -2.0917 0.5944 0.2343
N 0.7738 -0.5474 0.2769
N -1.6368 -0.3817 -0.0620
C 0.9509 0.8172 0.3067
C -0.4718 -1.1095 -0.3824
H -0.4695 -2.1110 -0.0559
H -0.4220 -1.0185 -1.4648
H 1.8157 0.9672 0.9938
H 1.1531 -1.2156 0.9482
H 0.2695 2.4774 -0.3478
*
```

The value obtained for the HOMO-LUMO gap is 0.3167 Ha. Its SMILES is [H]/N=C/NC[N+]#N. The LUMO energy is -6.30 eV.

Mulliken charges, unit e, in atom order: N -0.653; N 0.064; N -0.209; N 0.350; C 0.152; C -0.223; H 0.354; H 0.299; H 0.367; H 0.294; H 0.205

---

Verdict on stability: model P comes out at the bottom.